(1)
Molecular formula: C13H22N4O2
Method: DFT, ωB97M-V/def2-TZVPD

Geometry as XYZ:
```
41
Properties=species:S:1:pos:R:3:mulliken_charge:R:1
O -4.22534 0.76241 1.61416 -0.390
O 1.46729 -0.09984 -2.04095 -0.715
N 1.47661 -2.90803 1.53274 -0.613
N -0.09189 -1.31955 -0.94923 -0.106
N -2.41059 0.19175 -0.49387 0.412
N 3.04056 1.34424 0.11861 0.140
C -2.77984 1.55742 -0.16490 -0.668
C 1.09414 -0.66008 -1.02106 0.425
C -3.89738 -0.56352 1.27182 -0.737
C 1.93034 -0.78355 0.19392 0.675
C -1.91148 0.05604 -1.85116 -0.888
C 3.98364 -0.38999 1.53736 -1.741
C 1.91984 2.06932 -0.42358 -1.266
C -3.15444 1.62473 1.31598 -0.642
C 4.25502 2.11232 0.24624 -1.214
C -3.53337 -0.68609 -0.20810 -0.546
C 2.94655 0.07533 0.55493 1.278
C 1.71574 -1.95467 0.93167 -0.646
C -1.06804 -1.21858 -2.00381 -1.105
H 0.99128 1.67736 -0.00576 0.417
H 4.90852 -0.64792 1.02066 0.374
H -1.92715 2.21344 -0.35534 0.406
H -0.42252 -1.62783 -0.04887 0.249
H -3.63601 1.90491 -0.77020 0.316
H -3.48348 2.62952 1.58653 0.368
H -1.69173 -2.11422 -1.99142 0.441
H -3.25342 -1.71795 -0.42323 0.311
H -4.77618 -1.16680 1.50492 0.359
H 4.20208 0.37871 2.27616 0.372
H 3.63381 -1.28370 2.04724 0.470
H 5.12837 1.46550 0.25628 0.376
H -0.52836 -1.17085 -2.95254 0.420
H -1.26063 0.91071 -2.05039 0.546
H 2.01593 3.12030 -0.14845 0.488
H -4.41341 -0.42222 -0.82238 0.337
H 4.25263 2.71922 1.15872 0.348
H -2.27585 1.35064 1.92044 0.304
H 4.33883 2.78001 -0.61150 0.451
H 1.86501 1.97558 -1.51182 0.302
H -2.72201 0.05702 -2.59939 0.352
H -3.04641 -0.90542 1.88072 0.340
```

## Properties
- multiplicity = 1
- energy (eV) = -23892.70673
- net charge = 0
- HOMO-LUMO gap (eV) = 8.866
- SMILES = C/C(=C(\C#N)C(=O)NCCN1CCOCC1)N(C)C

***

(2)
Molecular formula: C15H31Br24N3O9P2Si2
Method: DFT, ωB97M-V/def2-TZVPD

Geometry as XYZ:
```
86
Properties=species:S:1:pos:R:3:mulliken_charge:R:1
Br -3.99823 -5.58456 1.92686 -0.050
Br 6.51376 -2.81916 -5.54888 -0.017
Br 4.99709 5.40755 1.77073 -0.005
Br 5.01302 1.50763 2.88129 0.193
Br 10.94832 3.65085 0.42968 0.000
Br -8.97958 -4.60827 3.64716 -0.013
Br 3.19905 3.69178 -5.01956 -0.003
Br 0.21958 3.85407 -6.03733 -0.024
Br -7.70477 -6.99402 1.97930 -0.013
Br -7.57543 1.26315 -0.14419 -0.010
Br -9.63764 3.23089 1.25113 -0.030
Br 6.82538 3.71978 -0.21002 0.054
Br 7.14400 -1.67416 -2.65011 -0.015
Br -1.56965 -3.60380 2.46056 0.158
Br 5.47033 3.52889 5.27686 -0.024
Br 4.09498 4.97261 -1.23237 -0.064
Br 10.72929 5.28767 3.14697 -0.024
Br -6.51728 3.70870 1.58664 -0.035
Br 9.79828 6.61226 0.41279 -0.023
Br 7.92154 2.58008 3.51784 0.026
Br 1.67436 0.99194 -5.92518 -0.040
Br -6.86630 -6.54785 5.00829 -0.006
Br 4.89023 -0.33231 -4.43264 0.022
Br -3.43780 -4.51015 4.86458 -0.046
P -0.26914 1.42782 1.49965 0.620
P 2.63583 -0.29404 -0.42464 0.121
Si -1.03170 -0.56318 0.69092 -0.506
Si 1.39306 -2.04477 0.32306 0.209
O 0.65001 1.09695 2.54708 -0.645
O 1.76663 -2.96956 -2.24672 -0.272
O 1.88089 0.64357 -1.42653 -0.158
O 3.25229 0.40087 0.60146 -0.220
O 3.73482 -0.96962 -1.27315 -0.111
O -4.65245 0.22818 -2.86747 -0.483
O -2.82746 -0.44707 -3.72207 -0.438
O 0.05967 -1.73977 1.25188 -0.521
O 0.90882 -2.42477 -3.27190 -0.299
N -4.98290 -0.35297 1.71640 -0.384
N -3.42580 0.83034 2.98275 -0.577
N -3.70130 1.22368 0.65696 -0.439
C -3.63652 -1.42848 -1.77297 -0.740
C -2.65716 -5.00999 3.18456 -0.388
C 9.97088 4.98265 1.40819 0.247
C -1.31436 -0.66584 -1.14738 -0.446
C -7.90964 3.06156 0.43387 -0.332
C 5.02989 4.22756 0.26512 0.331
C -2.70369 -0.93190 1.48785 -2.151
C -2.22753 -1.82592 -1.52564 -1.649
C 6.22009 2.09396 4.25422 -0.427
C 1.88540 2.89634 -6.16017 -0.314
C -3.65605 0.23550 1.69439 0.702
C 6.57631 -1.26314 -4.43266 -0.357
C -3.78737 -0.46208 -2.82318 0.292
C -7.43098 -5.70908 3.37912 -0.012
C 0.97057 -3.20334 -1.11326 -0.413
H 1.20798 -4.17661 -0.80036 0.564
H -7.91052 3.68164 -0.44346 0.372
H 2.24115 1.52252 -1.31104 0.204
H -2.47258 -1.31302 2.43682 1.007
H -0.05470 -3.21612 -1.34972 0.156
H -2.53101 0.45260 -3.77441 0.323
H -3.16601 -1.68903 0.94783 0.818
H 6.37406 1.26583 4.92113 0.363
H -3.36254 1.81621 2.91793 0.313
H 0.24960 2.26847 0.49728 0.006
H 2.32397 -2.78252 1.18465 -0.261
H -2.22027 -2.56866 -0.77468 0.836
H -4.16633 -2.28713 -2.06616 0.525
H -2.01763 -5.85383 3.36993 0.408
H -6.63034 -5.06330 3.06350 0.014
H -3.65720 0.84282 -0.26052 0.044
H 1.17659 -1.51863 -3.29249 0.261
H 7.30164 -0.59234 -4.85558 0.345
H -5.61937 0.23122 1.21415 -0.009
H -1.78881 0.23068 -1.42941 0.954
H -4.09176 -1.11358 -0.88549 0.195
H -2.59824 0.47218 3.40831 0.256
H -0.45007 -0.71333 -1.74362 0.729
H 3.78648 -0.59150 -2.15974 0.083
H 4.50083 3.32935 0.54187 -0.308
H -1.30790 2.16841 2.06688 -0.007
H -5.27489 -0.47635 2.65285 0.285
H 2.23480 3.01937 -7.16953 0.346
H -3.06278 1.97676 0.78581 0.398
H 8.97562 4.59773 1.55918 -0.287
H -1.86340 -2.29691 -2.38209 0.822
```

## Properties
- energy above the lowest of the compared OMol25 structures with the same formula, charge and spin (eV) = 0.000
- multiplicity = 1
- energy (eV) = -1754306.01404
- net charge = 0
- HOMO-LUMO gap (eV) = 8.584

***

(3)
Molecular formula: C18H51N3O9
Method: DFT, ωB97M-V/def2-TZVPD

Geometry as XYZ:
```
81
Properties=species:S:1:pos:R:3:mulliken_spin:R:1
O 0.44935 -0.15173 3.29829 0.008
O 5.13288 -0.86851 -1.17556 0.000
O -3.81716 -1.41702 -6.44188 0.000
O 4.15281 -0.68631 1.71986 0.000
O 1.33862 1.09321 -3.46413 0.000
O 0.80288 -2.85956 1.78111 0.012
O 2.20970 -3.76791 -0.98046 0.001
O -1.64923 0.11736 -4.52907 0.000
O -4.32942 2.99915 2.20813 0.000
N 2.10246 -1.10501 -0.72437 0.000
N -1.98368 -2.14156 2.56694 0.826
N -2.65758 2.09254 -0.01411 0.000
C 5.09494 -1.60006 1.26226 0.000
C 1.47161 -0.74332 -1.94691 0.000
C -1.19073 -2.21049 4.70890 0.008
C -3.58628 3.88066 1.41128 0.000
C -2.27390 2.99946 1.03536 0.000
C -3.31111 -0.07043 -6.36498 0.000
C -0.96201 0.11481 3.33452 0.067
C 1.76402 -3.87089 1.55710 -0.001
C 1.20524 2.53420 -3.69445 0.000
C -1.78941 -1.19632 3.71488 0.015
C -1.05068 3.85375 0.67752 0.000
C -1.80473 0.09053 -5.90866 0.000
C 1.65599 0.76237 -2.16200 0.001
C 5.92488 -1.18802 0.04220 0.000
C 1.65702 -4.51130 0.11708 0.001
C -0.02359 -1.07732 -1.69006 -0.001
C -5.37905 3.53330 3.10832 0.000
C 1.18367 0.92759 2.83820 0.008
H 2.72483 -3.37294 1.68741 0.002
H 2.17836 0.54358 2.61184 0.000
H 6.70648 -1.84588 -0.33780 0.000
H -1.20053 0.85477 4.09849 0.009
H 3.05321 -0.76499 -0.70036 0.000
H -5.86738 2.90903 3.85661 0.000
H 1.38749 1.66356 3.61595 0.000
H 1.10330 1.25797 -1.36388 0.000
H -0.55657 -0.20931 -2.07814 0.000
H -3.16689 2.58243 -0.73570 0.000
H -0.64206 4.54790 1.41188 0.000
H 4.70047 -0.00909 2.12366 0.000
H -2.75372 -0.82807 4.06503 0.050
H 6.48339 -0.33526 0.42816 0.000
H 4.59834 -2.54800 1.05509 0.000
H 2.70456 1.04359 -2.06438 0.000
H 1.92092 -1.25072 -2.80060 0.000
H -1.22698 0.44947 2.33158 0.013
H -1.17216 4.38834 -0.26458 0.000
H -1.15752 -2.72154 2.53256 -0.003
H -6.15799 3.91061 2.44574 0.000
H -0.26926 3.11842 0.48573 0.000
H -4.19413 4.06711 0.52592 0.000
H -3.37883 1.62781 0.51873 0.000
H 2.13808 -2.82629 -0.80783 0.000
H -1.84925 -1.71198 1.66279 -0.011
H -0.29250 -2.64256 4.26777 -0.005
H -1.07778 -1.59780 5.60330 0.001
H -1.71998 -3.15589 4.82809 -0.001
H -3.43447 0.34866 -7.36360 0.000
H 0.46293 2.85917 -2.96542 0.000
H -4.96345 4.34746 3.70204 0.000
H 2.06456 -5.52162 0.15289 0.000
H 0.59363 -4.70390 -0.02503 0.000
H -3.88935 0.48566 -5.62709 0.000
H 1.33724 -2.09334 2.00239 -0.002
H 1.67196 -0.65604 0.07136 0.001
H -2.13847 2.44570 1.96439 0.001
H 0.84578 2.62213 -4.71972 0.000
H 2.16104 3.05583 -3.64522 0.000
H -3.27500 4.83541 1.83514 0.000
H 5.01451 -1.70770 -1.62651 0.000
H -0.22608 -2.06412 -2.10636 0.000
H 5.61198 -1.90728 2.17132 0.000
H 1.77463 -4.75696 2.19182 0.001
H -1.10503 -0.66858 -6.25832 0.000
H -0.74910 0.42664 -4.40376 0.000
H -1.46556 1.04098 -6.32061 0.000
H 0.86301 1.49616 1.96528 -0.001
H -4.18521 -1.72981 -5.61224 0.000
H -0.32296 -0.83188 -0.67112 0.001
```

## Properties
- <S²> = 0.754
- energy above the lowest of the compared OMol25 structures with the same formula, charge and spin (eV) = 1.007
- multiplicity = 2
- energy (eV) = -42376.15777
- net charge = +1
- HOMO-LUMO gap (alpha / beta) (eV) = 9.223 / 3.261

***

(4)
Molecular formula: C13H28BO3V
Method: DFT, ωB97M-V/def2-TZVPD

Geometry as XYZ:
```
46
Properties=species:S:1:pos:R:3:mulliken_charge:R:1
V -0.36644 2.56835 4.03574 0.549
O 0.92944 -3.02664 1.54986 -0.334
O -2.30396 -0.60713 -0.97168 -0.090
O -4.71863 -0.16762 -1.18275 -0.233
C 2.27311 -1.00527 0.54431 0.250
C 0.09093 3.04786 1.11197 -0.345
C -4.28395 -0.21107 0.25298 -0.515
C 1.67470 -1.37414 -0.93674 0.130
C 1.15908 -4.26779 0.79396 -0.597
C 0.84858 1.74422 -1.20901 0.451
C 2.22665 1.16584 -1.88790 -0.752
C -0.89355 1.79698 1.50188 -0.044
C -2.20968 1.65565 0.48002 -0.763
C 2.14961 -2.20613 1.65976 -0.635
C 2.23902 -0.44908 -2.16673 -0.828
C 1.29072 2.68948 0.05481 -0.785
C -2.63645 0.04656 0.33558 0.189
B -3.50560 -0.67575 -1.87410 -0.080
H 2.18435 -4.14423 0.20122 0.305
H -1.88524 1.99204 -0.61579 0.264
H -1.37284 2.06568 2.56114 0.290
H 0.48892 -1.30628 -0.84407 -0.237
H 1.90265 -2.50512 -1.24027 0.298
H 1.16544 -5.24135 1.44725 0.252
H -0.38202 0.74483 1.52144 0.228
H 2.18113 2.21129 0.68809 0.298
H 1.78046 -0.02511 1.00799 -0.394
H -4.96644 0.53600 0.86732 0.362
H 2.10420 -1.69963 2.73947 0.260
H -3.58783 -1.82058 -2.20547 0.298
H 3.15238 1.43583 -1.19773 0.311
H -4.54818 -1.30524 0.62833 0.326
H -3.26918 -0.10002 -2.87247 0.255
H 0.06976 0.90678 -0.95924 -0.512
H 0.31351 2.45609 -2.00431 0.400
H 3.36758 -0.77390 -2.34276 0.332
H 3.43225 -0.79154 0.40536 0.363
H 0.62656 3.38472 2.12437 0.049
H -2.32112 -0.60385 1.27794 0.352
H 0.31571 -4.30267 -0.05011 0.197
H -0.47407 3.99008 0.70761 0.301
H 1.61413 -0.67089 -3.14268 0.285
H 3.14574 -2.85468 1.67484 0.362
H -3.12391 2.29704 0.86171 0.493
H 2.37932 1.69868 -2.94298 0.308
H 1.74318 3.70172 -0.38818 0.383
```

## Properties
- multiplicity = 1
- energy (eV) = -46409.53873
- net charge = +2
- HOMO-LUMO gap (eV) = 2.369

***

(5)
Molecular formula: C3H11NO3
Method: DFT, ωB97M-V/def2-TZVPD

Geometry as XYZ:
```
18
Properties=species:S:1:pos:R:3:mulliken_charge:R:1
O -1.53793 -0.73754 2.41987 -0.655
O 1.72928 -0.88635 1.14004 -0.426
O 1.48661 2.74447 0.74531 -0.620
N 0.01413 -0.33814 -1.53526 -0.429
C -0.04535 -1.31040 -0.43839 0.257
C 1.27988 -1.56600 0.25211 -0.122
C -0.70165 0.91067 -1.28687 -0.764
H -0.33681 -0.83170 -2.33431 0.282
H 0.92477 3.47045 1.00360 0.308
H -1.45328 1.09862 -2.05544 0.327
H 1.86343 -2.45324 -0.03511 0.328
H -0.36696 -2.26573 -0.87947 0.354
H 2.07952 3.12389 0.08874 0.307
H -0.82807 -1.14170 0.31499 -0.243
H -2.10826 -1.34989 1.96161 0.304
H -1.34882 0.94817 -0.40729 0.265
H 0.01505 1.72840 -1.30828 0.204
H -0.66552 -1.14400 2.35417 0.325
```

## Properties
- energy above the lowest of the compared OMol25 structures with the same formula, charge and spin (eV) = 2.545
- multiplicity = 1
- energy (eV) = -10920.46070
- net charge = 0
- HOMO-LUMO gap (eV) = 9.754
- SMILES = CNCC=O.O.O

***

(6)
Molecular formula: C4H8IN2
Method: DFT, ωB97M-V/def2-TZVPD

Geometry as XYZ:
```
15
Properties=species:S:1:pos:R:3:mulliken_charge:R:1
I 0.26331 3.33063 -2.54206 0.349
N 0.53180 1.78022 -1.26826 -0.389
N -0.19229 0.41384 0.24356 0.025
C -0.11906 1.64937 -0.10429 0.140
C -0.80428 -0.19432 1.48016 -0.789
C 0.58691 -0.46644 -0.58192 -0.505
C 0.84375 0.41488 -1.78977 -0.485
H 0.18319 0.30314 -2.68291 0.348
H 1.40686 -0.76209 0.11141 0.342
H 0.16592 -0.48729 2.08188 0.314
H -1.43770 -1.02436 1.16053 0.294
H -0.73991 2.46756 0.24067 0.333
H -0.02855 -1.44661 -0.70042 0.336
H 1.82128 0.17144 -2.12645 0.343
H -1.39159 0.59124 1.81580 0.346
```

## Properties
- energy above the lowest of the compared OMol25 structures with the same formula, charge and spin (eV) = 1.622
- multiplicity = 1
- energy (eV) = -15350.48456
- net charge = +1
- HOMO-LUMO gap (eV) = 8.881
- SMILES = CN1C=[N+](I)CC1